Entry 1:
ORCA calculation (ωB97M-V/def2-TZVPD) on a molecular structure, C10H14AuBrN6O2.

Results
Total energy = -3578.13508 a.u.
F_max = 4.63 eV Å⁻¹
Energy relative to the best compared isomer or geometry (same formula, charge and spin) = 0.0000 eV
HOMO-LUMO gap = 5.445 eV

Positions of all 34 atoms, in Å:
1 Au 0.388 -0.336 0.586
2 C -0.773 4.329 -0.753
3 N -1.626 3.205 -1.243
4 C -2.416 3.670 -2.428
5 C -1.113 1.963 -1.139
6 N -0.104 1.619 -0.340
7 N -1.813 0.948 -1.791
8 C -1.576 -0.399 -1.747
9 N -2.432 -1.126 -2.481
10 N -0.665 -0.988 -0.984
11 H -1.380 5.245 -0.835
12 H 0.120 4.628 -1.277
13 H -0.353 4.073 0.236
14 H -3.021 4.521 -2.139
15 H -3.084 2.902 -2.852
16 H -1.834 4.071 -3.220
17 H 0.227 2.378 0.263
18 H -2.312 1.238 -2.646
19 H -2.744 -0.716 -3.358
20 H -2.196 -2.132 -2.563
21 H -0.738 -2.019 -1.016
22 Br 0.159 -4.203 -0.033
23 C 1.349 -3.646 1.338
24 C 2.042 -4.612 2.068
25 C 2.908 -4.214 3.061
26 C 3.059 -2.868 3.310
27 C 2.293 -1.941 2.552
28 N 1.476 -2.340 1.573
29 C 2.373 -0.469 2.745
30 O 3.261 0.004 3.478
31 O 1.508 0.291 2.141
32 H 1.848 -5.648 1.805
33 H 3.440 -4.974 3.630
34 H 3.727 -2.453 4.059



Entry 2:
ORCA calculation (ωB97M-V/def2-TZVPD) on a molecular structure, C10H14B2F4N6Pt.

Results
Total energy = -1286.63305 a.u.
F_max = 2.91 eV Å⁻¹
HOMO-LUMO gap (alpha / beta) = 8.460 / 8.401 eV
Multiplicity = 3
<S²> = 2.005

Positions of all 37 atoms, in Å:
1 H -3.150 0.056 0.184
2 N -1.287 -0.949 0.115
3 B 0.702 -2.525 0.351
4 N -0.824 -2.200 0.410
5 C -1.858 -2.922 0.882
6 Pt -0.147 0.686 -0.137
7 H -1.622 -3.907 1.266
8 C -2.993 -2.123 0.830
9 H -3.964 -2.387 1.201
10 C -2.628 -0.894 0.321
11 H 0.973 -3.642 0.513
12 C 0.560 4.199 -0.192
13 H 0.072 5.165 -0.279
14 H 1.097 3.974 -1.126
15 H 1.259 4.263 0.634
16 N 1.386 -1.655 1.459
17 N 1.069 -1.871 -1.009
18 N 1.061 -0.329 1.383
19 N 0.713 -0.608 -1.382
20 C 2.184 -1.854 2.553
21 C 1.916 -2.326 -1.943
22 H 2.600 -2.824 2.835
23 H 2.436 -3.246 -1.681
24 C 2.384 -0.614 3.148
25 C 2.016 -1.373 -2.965
26 C 1.643 0.324 2.402
27 C 1.228 -0.286 -2.605
28 H 2.962 -0.372 4.021
29 H 2.664 -1.428 -3.823
30 H 1.446 1.380 2.539
31 H 1.055 0.714 -3.016
32 H -0.194 3.426 -0.007
33 F -2.259 2.538 -0.280
34 B -2.998 3.288 -1.443
35 F -2.143 4.344 -1.811
36 F -3.127 2.324 -2.484
37 F -4.234 3.658 -0.866



Entry 3:
ORCA calculation (ωB97M-V/def2-TZVPD) on a molecular structure, C10H14BClIrN6O4.

Results
Total energy = -1607.21683 a.u.
Charge = +2
F_max = 4.02 eV Å⁻¹
HOMO-LUMO gap (alpha / beta) = 9.078 / 6.181 eV
Multiplicity = 6
<S²> = 8.785

Positions of all 37 atoms, in Å:
1 H 1.000 2.892 1.614
2 N 1.011 1.510 -0.044
3 B 0.376 0.587 -2.451
4 N 0.724 1.705 -1.416
5 C 0.922 3.011 -1.672
6 Ir 1.781 0.058 0.966
7 H 0.961 3.372 -2.677
8 C 1.119 3.695 -0.477
9 H 1.369 4.725 -0.364
10 C 0.999 2.764 0.541
11 H 0.525 0.944 -3.585
12 C -2.725 -1.808 4.412
13 H -2.723 -1.830 5.511
14 H -1.821 -1.291 4.077
15 H -2.722 -2.836 4.030
16 N -1.144 0.080 -2.323
17 N 1.382 -0.567 -2.066
18 N -1.446 -0.282 -1.044
19 N 1.717 -0.902 -0.745
20 C -2.265 -0.115 -3.097
21 C 2.134 -1.354 -2.873
22 H -2.289 0.141 -4.170
23 H 2.192 -1.167 -3.934
24 C -3.261 -0.663 -2.243
25 C 2.784 -2.316 -2.107
26 C -2.666 -0.766 -0.979
27 C 2.370 -2.117 -0.797
28 H -4.282 -0.940 -2.497
29 H 3.502 -3.040 -2.452
30 H -3.057 -1.146 -0.032
31 H 2.560 -2.704 0.093
32 H -3.572 -1.288 4.058
33 O -0.514 0.603 3.524
34 Cl 0.885 0.390 3.808
35 O 1.727 1.550 3.628
36 O 1.011 -0.231 5.083
37 O 1.435 -0.667 2.705



Entry 4:
ORCA calculation (ωB97M-V/def2-TZVPD) on a molecular structure, C10H14BF5N6OTeZn.

Results
Total energy = -3364.66584 a.u.
F_max = 5.12 eV Å⁻¹
Energy relative to the best compared isomer or geometry (same formula, charge and spin) = 4.8917 eV
HOMO-LUMO gap = 7.465 eV

Positions of all 39 atoms, in Å:
1 H -0.396 2.612 1.850
2 N -0.230 1.526 0.075
3 B 0.599 0.565 -2.221
4 N 0.419 1.705 -1.144
5 C 0.858 2.974 -1.174
6 Zn -1.489 -0.611 0.689
7 H 1.321 3.429 -2.059
8 C 0.557 3.565 0.062
9 H 0.716 4.591 0.388
10 C -0.039 2.622 0.832
11 H 0.972 0.966 -3.292
12 C -1.535 -2.443 1.070
13 H -1.757 -2.279 2.157
14 H -0.592 -2.976 1.249
15 H -2.251 -2.939 0.490
16 N -0.818 -0.045 -2.240
17 N 1.497 -0.509 -1.595
18 N -1.649 -0.382 -1.076
19 N 1.124 -1.004 -0.426
20 C -1.619 -0.119 -3.281
21 C 2.740 -0.942 -1.945
22 H -1.381 0.230 -4.226
23 H 3.202 -0.563 -2.854
24 C -2.878 -0.698 -2.869
25 C 3.153 -1.801 -0.915
26 C -2.761 -0.902 -1.501
27 C 2.077 -1.798 0.033
28 H -3.711 -0.829 -3.459
29 H 4.099 -2.316 -0.811
30 H -3.479 -1.386 -0.839
31 H 1.968 -2.304 0.968
32 H -1.146 1.086 0.307
33 F -1.127 1.239 3.536
34 Te 0.406 0.116 3.933
35 F 0.146 0.696 5.739
36 F 1.871 -0.978 4.494
37 F 1.548 1.611 3.628
38 F -0.865 -1.315 4.265
39 O 0.449 -0.395 2.165



Entry 5:
ORCA calculation (ωB97M-V/def2-TZVPD) on a molecular structure, C10H14BIrN7O2.

Results
Total energy = -1051.52494 a.u.
Charge = +2
F_max = 6.06 eV Å⁻¹
Energy relative to the best compared isomer or geometry (same formula, charge and spin) = 0.3748 eV
HOMO-LUMO gap (alpha / beta) = 8.909 / 6.014 eV
Multiplicity = 6
<S²> = 8.775

Positions of all 35 atoms, in Å:
1 H 1.238 3.541 1.185
2 N 1.007 1.872 -0.082
3 B 0.232 0.493 -2.187
4 N 0.612 1.783 -1.433
5 C 0.776 3.000 -2.002
6 Ir 1.866 0.616 1.253
7 H 0.731 3.137 -3.075
8 C 1.085 3.933 -1.016
9 H 1.292 4.988 -1.144
10 C 1.108 3.219 0.174
11 H 0.244 0.601 -3.386
12 C -2.404 -2.222 4.209
13 H -1.484 -2.661 4.639
14 H -2.124 -1.422 3.490
15 H -2.953 -3.051 3.726
16 N -1.261 0.068 -1.770
17 N 1.184 -0.569 -1.610
18 N -1.492 -0.136 -0.453
19 N 1.653 -0.661 -0.284
20 C -2.406 -0.221 -2.444
21 C 1.924 -1.410 -2.375
22 H -2.461 -0.114 -3.510
23 H 1.904 -1.375 -3.459
24 C -3.371 -0.563 -1.491
25 C 2.642 -2.267 -1.543
26 C -2.723 -0.482 -0.236
27 C 2.322 -1.865 -0.251
28 H -4.381 -0.838 -1.631
29 H 3.319 -3.062 -1.832
30 H -3.049 -0.698 0.767
31 H 2.649 -2.231 0.694
32 H -3.021 -1.836 4.974
33 O 2.047 -0.113 5.037
34 N 1.565 -0.358 3.979
35 O 1.732 0.903 3.087



Entry 6:
ORCA calculation (ωB97M-V/def2-TZVPD) on a gas-phase ion, C10H14BrN2 (charge +1).

Results
SMILES = C[N@H+]1CCC[C@@]1(Br)c1cccnc1
Total energy = -3072.63090 a.u.
Charge = +1
F_max = 4.55 eV Å⁻¹
Energy relative to the best compared isomer or geometry (same formula, charge and spin) = 1.7489 eV
HOMO-LUMO gap = 9.798 eV

Positions of all 27 atoms, in Å:
1 C -0.192 1.717 1.090
2 N -0.703 1.489 -0.367
3 C -0.155 2.418 -1.402
4 C 1.262 1.837 -1.520
5 C 0.960 0.311 -1.625
6 C -0.350 0.073 -0.985
7 Br -1.734 -0.487 -2.250
8 C -0.090 -1.187 0.374
9 C -1.255 -1.694 0.941
10 C -1.140 -2.756 1.851
11 C 0.099 -3.332 2.147
12 N 1.176 -2.901 1.504
13 C 1.053 -1.897 0.612
14 H -1.075 1.586 1.761
15 H 0.692 1.041 1.308
16 H 0.052 2.750 1.056
17 H -1.734 1.678 -0.195
18 H -0.210 3.478 -1.071
19 H -0.915 2.409 -2.365
20 H 1.833 1.994 -0.640
21 H 1.725 2.281 -2.376
22 H 0.852 -0.082 -2.691
23 H 1.817 -0.341 -1.142
24 H -2.172 -1.306 0.815
25 H -2.001 -3.340 2.217
26 H 0.176 -4.167 2.771
27 H 2.031 -1.575 0.182



Entry 7:
ORCA calculation (ωB97M-V/def2-TZVPD) on a gas-phase ion, C10H14BrN2 (charge +1).

Results
SMILES = C[N@H+]1CC[C@@H](Br)[C@@H]1c1cccnc1
Total energy = -3072.66297 a.u.
Charge = +1
F_max = 4.09 eV Å⁻¹
Energy relative to the best compared isomer or geometry (same formula, charge and spin) = 0.8763 eV
HOMO-LUMO gap = 10.008 eV

Positions of all 27 atoms, in Å:
1 C -0.833 2.270 0.980
2 N -0.908 1.034 0.167
3 C -1.926 0.982 -0.875
4 C -1.716 -0.238 -1.717
5 C -0.186 -0.065 -1.945
6 Br 0.043 1.323 -3.506
7 C 0.397 0.560 -0.563
8 C 1.127 -0.497 0.268
9 C 0.678 -1.809 0.342
10 C 1.514 -2.622 1.098
11 C 2.362 -2.121 2.047
12 N 2.661 -0.826 2.007
13 C 2.034 -0.071 1.169
14 H -0.562 3.145 0.467
15 H -1.737 2.389 1.698
16 H 0.068 1.972 1.554
17 H -1.191 0.137 0.675
18 H -1.830 1.940 -1.510
19 H -2.963 0.965 -0.455
20 H -2.084 -1.119 -1.168
21 H -2.324 -0.047 -2.584
22 H 0.324 -1.060 -2.196
23 H 1.082 1.447 -0.848
24 H -0.094 -2.185 -0.316
25 H 1.238 -3.702 1.111
26 H 2.582 -2.788 2.852
27 H 2.246 0.987 1.247



Entry 8:
ORCA calculation (ωB97M-V/def2-TZVPD) on a molecular structure, C10H14Cl3FeN2OTe4.

Results
Total energy = -4290.74683 a.u.
Charge = -1
F_max = 0.22 eV Å⁻¹
Energy relative to the best compared isomer or geometry (same formula, charge and spin) = 0.0000 eV
HOMO-LUMO gap (alpha / beta) = 6.306 / 6.206 eV
Multiplicity = 5
<S²> = 6.012

Positions of all 35 atoms, in Å:
1 Fe 0.294 0.291 -2.249
2 Cl 2.806 -6.172 -0.008
3 C 2.055 -4.608 -0.221
4 C 1.255 -4.385 -1.327
5 C 0.665 -3.146 -1.487
6 Cl -0.293 -2.829 -2.898
7 C 0.830 -2.085 -0.562
8 O 0.252 -0.932 -0.696
9 C 1.680 -2.376 0.521
10 Cl 2.003 -1.111 1.672
11 C 2.281 -3.606 0.703
12 H 1.098 -5.157 -2.066
13 H 2.923 -3.775 1.555
14 Te 2.952 0.948 -2.359
15 Te 2.525 2.437 -4.592
16 Te -0.063 3.110 -4.249
17 Te -1.239 0.648 -4.430
18 C -1.675 0.510 1.745
19 C -1.130 1.916 1.460
20 C -0.161 2.305 2.571
21 C -2.269 2.925 1.377
22 N -0.338 1.999 0.216
23 N -0.977 1.469 -0.941
24 H -2.144 0.485 2.731
25 H -0.873 -0.227 1.713
26 H -2.437 0.196 1.026
27 H -0.671 2.307 3.535
28 H 0.253 3.297 2.385
29 H 0.665 1.592 2.628
30 H -2.840 2.930 2.308
31 H -2.956 2.678 0.564
32 H -1.873 3.925 1.198
33 H 0.511 1.455 0.333
34 H -1.430 2.212 -1.463
35 H -1.678 0.774 -0.694



Entry 9:
ORCA calculation (ωB97M-V/def2-TZVPD) on a molecular structure, C10H14ClMnO8.

Results
Total energy = -2602.55641 a.u.
Charge = -1
F_max = 5.16 eV Å⁻¹
Energy relative to the best compared isomer or geometry (same formula, charge and spin) = 1.6989 eV
HOMO-LUMO gap (alpha / beta) = 3.871 / 3.856 eV
Multiplicity = 6
<S²> = 8.754

Positions of all 34 atoms, in Å:
1 Mn -14.779 5.167 -13.301
2 C -16.203 0.123 -10.936
3 C -16.488 1.401 -11.566
4 C -15.357 2.499 -11.425
5 O -15.274 3.491 -12.143
6 C -14.441 2.312 -10.308
7 C -14.289 1.142 -9.631
8 C -15.215 -0.035 -9.971
9 O -15.271 -1.159 -9.292
10 O -13.427 1.082 -8.718
11 O -17.552 1.655 -12.229
12 H -16.863 -0.705 -11.147
13 H -13.722 3.085 -10.082
14 Cl -12.927 4.170 -14.660
15 C -13.243 7.062 -11.697
16 C -13.275 7.602 -13.195
17 O -14.327 7.072 -14.026
18 O -13.474 5.671 -11.602
19 H -14.007 7.521 -11.071
20 H -12.279 7.293 -11.243
21 H -12.355 7.300 -13.695
22 H -13.159 8.683 -13.269
23 H -14.601 7.802 -14.586
24 H -13.078 5.526 -10.739
25 C -17.701 5.674 -13.133
26 C -17.368 5.421 -14.578
27 O -16.207 4.532 -14.830
28 O -16.606 6.367 -12.589
29 H -17.964 4.759 -12.604
30 H -18.610 6.268 -13.039
31 H -17.202 6.365 -15.097
32 H -18.256 5.003 -15.053
33 H -16.354 4.027 -15.633
34 H -17.038 6.702 -11.799



Entry 10:
ORCA calculation (ωB97M-V/def2-TZVPD) on C10H14FN in the gas phase.

Results
SMILES = CN(C)CCc1ccccc1F
Total energy = -544.05063 a.u.
F_max = 1.35 eV Å⁻¹
Energy relative to the best compared isomer or geometry (same formula, charge and spin) = 0.0000 eV
HOMO-LUMO gap = 9.590 eV

Positions of all 26 atoms, in Å:
1 C 1.240 1.738 3.104
2 N 0.478 0.850 2.254
3 C -0.371 -0.015 3.036
4 C -0.243 1.619 1.252
5 C -1.035 0.800 0.241
6 C -0.249 -0.096 -0.688
7 C 1.084 -0.433 -0.518
8 C 1.755 -1.261 -1.435
9 C 1.070 -1.764 -2.540
10 C -0.279 -1.439 -2.735
11 C -0.887 -0.616 -1.808
12 F -2.193 -0.307 -1.999
13 H 1.905 2.341 2.511
14 H 1.832 1.166 3.803
15 H 0.620 2.412 3.662
16 H 0.182 -0.546 3.783
17 H -0.816 -0.768 2.402
18 H -1.172 0.544 3.558
19 H 0.515 2.240 0.695
20 H -0.927 2.313 1.753
21 H -1.597 1.515 -0.363
22 H -1.813 0.211 0.773
23 H 1.606 -0.086 0.341
24 H 2.782 -1.522 -1.314
25 H 1.586 -2.404 -3.228
26 H -0.824 -1.799 -3.604



Entry 11:
ORCA calculation (ωB97M-V/def2-TZVPD) on a molecular structure, C10H14IrNOS2Se4.

Results
Total energy = -11025.55357 a.u.
Charge = +1
F_max = 3.02 eV Å⁻¹
Energy relative to the best compared isomer or geometry (same formula, charge and spin) = 3.2903 eV
HOMO-LUMO gap (alpha / beta) = 4.761 / 5.061 eV
Multiplicity = 2
<S²> = 0.872

Positions of all 33 atoms, in Å:
1 Ir -0.529 0.917 -0.376
2 C 1.001 -3.749 0.711
3 C 1.350 -2.410 0.152
4 C 1.189 -2.130 -1.203
5 C 1.463 -0.871 -1.706
6 C 1.887 0.154 -0.847
7 C 2.102 -0.140 0.511
8 C 1.826 -1.405 0.995
9 H 0.087 -3.668 1.301
10 H 1.784 -4.116 1.372
11 H 0.836 -4.475 -0.081
12 H 0.855 -2.911 -1.869
13 H 1.389 -0.689 -2.771
14 H 2.252 1.090 -1.259
15 H 2.539 0.604 1.163
16 H 1.995 -1.631 2.037
17 Se -0.035 3.411 -0.356
18 Se 1.347 3.905 -1.980
19 Se -0.349 1.885 -4.276
20 Se -1.454 0.777 -2.748
21 S -0.936 0.955 4.248
22 C -0.717 1.019 2.689
23 N -0.591 1.062 1.512
24 C -3.710 -2.009 -1.036
25 S -2.293 -2.185 0.098
26 C -3.086 -1.418 1.549
27 O -1.303 -1.162 -0.387
28 H -4.496 -2.693 -0.738
29 H -3.356 -2.267 -2.029
30 H -4.067 -0.985 -1.023
31 H -3.962 -1.990 1.841
32 H -3.362 -0.397 1.296
33 H -2.361 -1.418 2.358



Entry 12:
ORCA calculation (ωB97M-V/def2-TZVPD) on a gas-phase ion, C10H14N (charge +1).

Results
Total energy = -443.67713 a.u.
Charge = +1
F_max = 4.71 eV Å⁻¹
Energy relative to the best compared isomer or geometry (same formula, charge and spin) = 2.4916 eV
HOMO-LUMO gap (alpha / beta) = 8.162 / 8.429 eV
Multiplicity = 3
<S²> = 2.027

Positions of all 25 atoms, in Å:
1 C -2.786 1.153 0.049
2 C -2.188 0.792 1.126
3 C -2.513 -1.024 -0.904
4 C -2.022 -1.560 0.199
5 C -2.206 0.385 -1.007
6 C -1.305 -0.367 0.805
7 C 1.901 -1.641 0.608
8 C 0.321 1.667 -0.985
9 C 0.702 -1.191 -0.200
10 C 0.546 1.156 0.468
11 N -0.077 -0.149 0.394
12 H -3.489 1.960 -0.133
13 H -2.205 1.184 2.139
14 H -2.911 -1.736 -1.682
15 H -2.282 -2.666 0.387
16 H 1.534 -2.104 1.473
17 H 2.397 -2.462 -0.001
18 H 2.638 -0.859 0.991
19 H 0.793 0.943 -1.633
20 H -0.698 1.847 -1.225
21 H 0.805 2.736 -1.007
22 H 0.071 -2.038 -0.366
23 H 0.949 -0.819 -1.218
24 H 0.203 1.893 1.220
25 H 1.593 1.093 0.714